# 1
ORCA calculation (ωB97M-V with the def2-TZVPD basis set) on a 2-piece molecular cluster, C4H8N2O5 overall.

As for the HOMO-LUMO gap: 10.4441 eV. For the highest occupied orbital energy, the calculation gives -9.669 eV. The value obtained for the total energy is -642.7977 Eh. The SMILES is CC(=O)OC=O.OC/N=N\O. The energy relative to the best compared isomer or geometry (same formula, charge and spin) comes out at 4.080 eV. The strongest force on any atom is 4.52 eV Å⁻¹. The calculation puts the molar mass at 164.12 g/mol.

```
19
Properties=species:S:1:pos:R:3:forces:R:3
C 2.576789 1.619397 -0.529164 -2.5 0.3 3.8
C 2.050161 0.210080 -0.309055 -2.0 -2.3 -2.2
O 1.568394 -0.440749 -1.230218 1.3 1.5 1.2
O 1.930547 -0.299875 0.954811 0.7 0.8 1.2
C 1.219904 -1.419335 1.356839 -0.5 0.8 2.5
O 0.878663 -2.375557 0.772881 1.0 -1.6 -1.3
H 1.631794 2.187609 -0.713677 0.9 -0.2 -0.2
H 3.218807 1.613652 -1.304326 1.7 0.0 -3.0
H 3.100777 2.136480 0.300096 -0.5 -0.7 -0.1
H 0.966887 -1.374970 2.478876 0.9 0.7 -1.4
O -2.927383 0.141137 -1.300527 -0.5 -0.4 -2.1
C -2.831703 0.668532 -0.056693 -2.0 0.6 1.0
N -1.691644 0.328563 0.700933 1.6 -1.0 0.2
N -0.918119 -0.613030 0.551671 0.1 0.1 1.3
O -1.178394 -1.644033 -0.355522 -3.0 1.4 -1.6
H -2.308362 -0.571077 -1.534371 -0.2 0.3 0.8
H -2.840300 1.780242 -0.110345 0.3 -0.5 -0.2
H -3.789754 0.496071 0.581648 1.5 -0.3 -0.7
H -0.657069 -2.443139 -0.253852 1.1 0.5 0.9
```
Positions in Å, forces in eV/Å.

# 2
ORCA calculation (ωB97M-V with the def2-TZVPD basis set) on a 2-piece molecular cluster, C4H8N2O7 overall.

As for the HOMO-LUMO gap (alpha / beta): 8.6648 / 8.6639 eV. For the highest occupied orbital energy (alpha / beta), the calculation gives -8.281 / -8.280 eV. The value obtained for the total energy is -793.2897 Eh. The SMILES is NC(=O)O/C(O)=[N+](\[O-])O.O=CCO. The energy relative to the best compared isomer or geometry (same formula, charge and spin) comes out at 0.000 eV. The strongest force on any atom is 1.11 eV Å⁻¹. The calculation puts the molar mass at 196.12 g/mol.

```
21
Properties=species:S:1:pos:R:3:forces:R:3
N -0.367999 1.629350 2.545039 -0.1 0.2 -0.2
C -0.236781 0.352935 2.180476 0.1 -0.2 0.0
O 0.216562 -0.552118 2.847868 0.1 -0.1 0.2
O -0.706096 0.191040 0.911785 -0.2 0.0 -0.1
C -0.671503 -1.010792 0.277068 -0.9 -0.6 0.2
O -0.121956 -2.094202 0.799279 0.3 0.1 0.3
N -1.471969 -1.068298 -0.765276 0.9 0.0 0.1
O -2.024600 -0.071480 -1.269790 -0.6 0.4 -0.4
O -1.480790 -2.259624 -1.451972 -0.3 -0.5 0.3
H -0.063543 1.927218 3.453077 0.1 -0.1 0.0
H -0.678363 2.298158 1.859602 0.1 0.0 0.1
H 0.144626 -1.884823 1.733023 -0.1 0.1 -0.4
H -0.850014 -2.181953 -2.205854 0.0 0.5 0.4
O 0.723125 -1.209118 -2.372718 0.2 0.3 -0.1
C 1.004931 -0.426619 -1.489313 0.7 -0.2 -0.5
C 0.714852 1.043918 -1.519782 -0.4 0.3 -0.5
O 1.282680 1.737207 -0.431904 0.4 0.0 0.3
H 1.657100 -0.739456 -0.648663 -0.1 -0.1 0.1
H -0.375686 1.194769 -1.479453 0.2 -0.2 -0.1
H 1.061323 1.446703 -2.482813 -0.1 -0.1 0.1
H 2.244100 1.677186 -0.489679 -0.1 0.1 0.0
```
Positions in Å, forces in eV/Å.

# 3
ORCA calculation (ωB97M-V with the def2-TZVPD basis set) on an isolated ion of composition C4H8N2OP and charge +1.

As for the HOMO-LUMO gap: 8.9541 eV. For the highest occupied orbital energy, the calculation gives -13.190 eV. The value obtained for the total energy is -683.0323 Eh. The SMILES is O=PN1C=C[NH2+]CC1. The energy relative to the best compared isomer or geometry (same formula, charge and spin) comes out at 0.448 eV. The strongest force on any atom is 4.61 eV Å⁻¹. Its net charge is +1. The calculation puts the molar mass at 131.09 g/mol.

```
16
Properties=species:S:1:pos:R:3:forces:R:3
O 2.626201 2.230738 -2.665869 3.7 0.2 0.1
P 1.217243 2.154305 -2.684976 -4.0 -1.0 1.1
N 0.747486 1.024082 -1.312829 2.2 3.6 -1.8
C 1.633914 0.547418 -0.450970 3.3 0.8 -0.9
C 1.362780 -0.411028 0.402035 1.6 -0.2 1.8
N -0.028153 -0.805293 0.648409 0.0 0.2 -0.1
C -0.977839 0.374490 0.331656 2.0 -0.6 -1.7
C -0.566880 0.686621 -1.155862 -2.1 -3.6 -0.8
H 2.698518 0.982122 -0.566426 -1.8 -1.0 0.3
H 2.175008 -0.706456 1.082800 -1.0 -0.3 -0.1
H -0.055450 -1.183975 1.607415 -0.6 0.2 -0.5
H -0.235764 -1.534192 -0.046553 -0.3 -0.1 0.7
H -0.820381 1.162998 1.032888 0.4 0.5 0.4
H -1.958322 0.022290 0.386036 -1.6 -0.6 0.0
H -0.577317 -0.424301 -1.722132 -1.2 2.6 1.1
H -1.128443 1.469880 -1.685977 -0.7 -0.8 0.3
```
Positions in Å, forces in eV/Å.